No. 1
Formula: C3H4F3NO3
Source: OMol25
Level of theory: wB97M-V/def2-TZVPD

Positions of all 14 atoms, in Å:
1 C 2.04563 -1.06778 -0.56495
2 C 2.92558 -0.26541 -0.06346
3 F 3.58328 0.71676 -0.76275
4 F 3.26386 -0.15403 1.23932
5 H 1.79778 -0.89301 -1.67958
6 H 1.55660 -1.87793 -0.06082
7 O -1.27937 -1.52695 0.54347
8 C -2.24373 -1.35669 -0.04457
9 O -3.26335 -1.13935 -0.54587
10 O -2.16165 1.12075 1.10786
11 N -1.51340 1.98488 0.28958
12 F -1.07476 1.26124 -0.92054
13 H -3.08263 0.94192 0.96134
14 H -0.55382 2.25560 0.50097

Computed properties:
- orbital gap (eV) = 10.77
- SMILES string = C=C(F)F.O=C=O.ONF
- energy above the lowest of the compared OMol25 structures with the same formula, charge and spin (kcal/mol) = 97.6
- energy (Eh) = -696.6474

natural (NBO) atomic charge list, values in e, 6 entries: atom 1 (C): -0.58, atom 2 (C): 0.74, atom 3 (F): -0.33, atom 4 (F): -0.32, atom 5 (H): 0.24, atom 6 (H): 0.24

No. 2
Formula: C7H17AsNO3
Source: OMol25
Level of theory: wB97M-V/def2-TZVPD

Positions of all 29 atoms, in Å:
1 C -1.89260 1.07841 3.31746
2 C -0.46676 0.99361 2.60054
3 O 0.10926 -0.33298 2.62354
4 C -0.25143 -1.04418 1.39330
5 As 1.27398 -0.88597 0.02226
6 N 0.23901 0.29905 -1.09818
7 C 1.04216 1.33297 -1.75534
8 C 2.17447 1.09654 -2.83966
9 O 0.78478 2.53372 -1.46587
10 C -0.64258 -0.38592 -2.01528
11 C -1.71960 -1.49289 -1.58133
12 O -0.63532 -0.09645 -3.25544
13 H -2.64181 0.29538 2.93573
14 H -2.34787 2.09061 3.00587
15 H -1.80804 1.07344 4.46020
16 H 0.29346 1.66996 3.13864
17 H -0.55816 1.38265 1.52165
18 H -1.23271 -0.63239 0.98115
19 H -0.42574 -2.14013 1.70971
20 H 0.81570 -2.17693 -0.73416
21 H 2.53659 -0.81386 -0.88412
22 H 1.80189 0.34912 0.81773
23 H 2.10726 -1.82583 0.98938
24 H 2.10956 0.01128 -3.20606
25 H 2.04027 1.74600 -3.77613
26 H 3.23635 1.22867 -2.44713
27 H -2.65261 -1.02950 -1.10142
28 H -1.30330 -2.24509 -0.82938
29 H -1.98623 -2.07930 -2.52766

Computed properties:
- orbital gap (eV) = 7.39
- total charge = -1
- energy (Eh) = -2792.9963

natural (NBO) atomic charge list, values in e, 6 entries: atom 1 (C): -0.65, atom 2 (C): -0.08, atom 3 (O): -0.58, atom 4 (C): -0.40, atom 5 (As): 0.83, atom 6 (N): -0.84

No. 3
Formula: C26H26NO7S2
Source: OMol25
Level of theory: wB97M-V/def2-TZVPD

Positions of all 62 atoms, in Å:
1 C 1.66212 4.55726 4.75541
2 O 0.42033 3.90018 4.36769
3 C 0.41538 3.19218 3.20026
4 C -0.72898 2.42870 2.86117
5 C -0.72800 1.63042 1.72727
6 C 0.41370 1.56800 0.90682
7 C 0.36856 0.71155 -0.37681
8 C -0.16047 -0.69568 0.00425
9 S -1.83909 -1.32656 0.10977
10 O -1.73875 -2.75761 -0.12872
11 O -2.49095 -0.87220 1.33515
12 C -2.94942 -0.68874 -1.15022
13 C -4.16180 -0.05610 -0.83869
14 C -4.93258 0.50434 -1.86382
15 C -4.50574 0.44387 -3.19922
16 C -3.32680 -0.23442 -3.48525
17 C -2.65320 -0.92383 -2.48416
18 S 0.67956 -1.34738 1.43586
19 O 2.08992 -1.06631 1.17941
20 O 0.07652 -0.93424 2.69235
21 C 0.48348 -3.12757 1.44217
22 C 1.06047 -3.87369 0.41743
23 C 1.04298 -5.26727 0.49532
24 C 0.42888 -5.89751 1.58712
25 C -0.22497 -5.14141 2.56863
26 C -0.20311 -3.74554 2.49441
27 N 1.66452 0.70138 -1.21921
28 C 2.18781 2.12063 -1.60795
29 C 2.36011 2.13195 -3.12452
30 C 2.32492 0.67995 -3.59635
31 C 1.73750 -0.17259 -2.47784
32 C 0.27776 -0.50213 -2.70335
33 O -0.42683 0.36286 -3.26445
34 O -0.04143 -1.62414 -2.19288
35 C 1.59668 2.16748 1.33436
36 C 1.56590 3.09237 2.37740
37 H 1.48265 4.93319 5.76837
38 H 2.52278 3.86765 4.77124
39 H 1.92449 5.40957 4.10209
40 H -1.61698 2.51507 3.48059
41 H -1.61027 1.01633 1.52249
42 H -0.41939 1.08008 -1.06090
43 H -4.46808 0.03238 0.20034
44 H -5.87435 1.00805 -1.63403
45 H -5.07856 0.92180 -4.00255
46 H -2.92522 -0.23568 -4.49294
47 H -1.85119 -1.61501 -2.73705
48 H 1.48411 -3.35002 -0.43971
49 H 1.51602 -5.84428 -0.30508
50 H 0.46326 -6.98415 1.67433
51 H -0.75262 -5.61799 3.40198
52 H -0.72321 -3.12719 3.22494
53 H 2.36432 0.28316 -0.62301
54 H 3.18152 2.24501 -1.11799
55 H 1.47463 2.84630 -1.21037
56 H 3.32187 2.58141 -3.38963
57 H 1.56555 2.75219 -3.55205
58 H 3.30671 0.26993 -3.85454
59 H 1.68412 0.60880 -4.47994
60 H 2.27700 -1.11192 -2.27185
61 H 2.54690 1.88786 0.86306
62 H 2.45895 3.68926 2.58340

Computed properties:
- orbital gap (eV) = 5.97
- total charge = -1
- SMILES string = COc1ccc([C@H](C(S(=O)(=O)c2ccccc2)=[S@@](=O)([O-])c2ccccc2)[N@@H+]2CCC[C@@H]2C(=O)[O-])cc1
- energy (Eh) = -2384.0686

natural (NBO) atomic charge list, values in e, 6 entries: atom 1 (C): -0.26, atom 2 (O): -0.50, atom 3 (C): 0.29, atom 4 (C): -0.25, atom 5 (C): -0.18, atom 6 (C): 0.03

No. 4
Formula: C4H8O2S
Source: OMol25
Level of theory: wB97M-V/def2-TZVPD

Positions of all 15 atoms, in Å:
1 O -0.13649 0.55622 2.41790
2 C -0.85254 1.04637 1.59598
3 O -1.82191 1.98435 1.55207
4 C -0.83222 0.51402 0.10068
5 C 0.26137 -0.60804 0.10403
6 C 0.61740 -0.93588 -1.38958
7 S 2.26115 -1.83492 -1.50607
8 H -1.78446 2.62310 2.29903
9 H -1.79156 0.19437 -0.27307
10 H -0.41093 1.36992 -0.49044
11 H -0.40343 -1.43543 0.31726
12 H 1.02075 -0.64412 0.85853
13 H -0.00438 -1.75250 -1.81396
14 H 0.63893 -0.05824 -2.03296
15 H 3.23831 -1.01921 -1.73940

Computed properties:
- orbital gap (eV) = 9.43
- SMILES string = O=C(O)CCCS
- energy above the lowest of the compared OMol25 structures with the same formula, charge and spin (kcal/mol) = 31.3
- energy (Eh) = -705.8457

natural (NBO) atomic charge list, values in e, 6 entries: atom 1 (O): -0.56, atom 2 (C): 0.82, atom 3 (O): -0.69, atom 4 (C): -0.51, atom 5 (C): -0.44, atom 6 (C): -0.48